No. 1
Formula: C6H9NO
Source: the OMol25 dataset
Level of theory: the ωB97M-V functional and the def2-TZVPD basis

Last column: natural (NBO) charge in e.
Positions of all 17 atoms, in Å:
C1 -0.467 2.083 0.531  0.52
C2 0.558 0.250 -0.896  -0.06
C3 1.216 -0.510 0.380  -0.47
C4 0.131 -1.242 0.937  -0.44
C5 -1.062 -0.411 0.161  -0.05
C6 -0.562 -0.582 -1.408  -0.38
H1 -1.151 2.119 1.416  0.14
H2 1.261 0.569 -1.565  0.22
H3 1.535 0.473 0.853  0.23
H4 2.192 -0.962 0.058  0.22
H5 -0.116 -2.436 0.484  0.22
H6 0.250 -1.162 2.156  0.24
H7 -2.201 -0.250 0.535  0.23
H8 -0.614 -1.729 -1.707  0.20
H9 -1.038 0.093 -2.166  0.23
N1 -0.479 0.902 -0.204  -0.47
O1 0.547 2.795 0.436  -0.61

Forces on atoms 1 to 6 (eV/Å):
4.075 -1.660 0.406
0.580 -3.309 2.043
4.243 3.195 -3.632
-3.766 -2.668 1.873
-1.880 1.532 -0.987
-2.380 -4.402 -0.420

The frontier orbital gap is 9.87 eV. The value obtained for the electronic energy is -363.8502 hartree. The calculation puts the energy above the lowest of the compared OMol25 structures with the same formula, charge and spin at 4.735 eV. As for the spin multiplicity: 1.

***

No. 2
Formula: C6H9NO
Source: the OMol25 dataset
Level of theory: the ωB97M-V functional and the def2-TZVPD basis

Last column: natural (NBO) charge in e.
Positions of all 17 atoms, in Å:
C1 -3.314 0.006 0.546  -0.25
C2 0.940 -1.062 -0.368  0.05
C3 2.284 -1.175 -0.079  -0.24
C4 2.829 0.083 0.166  -0.18
C5 2.036 1.202 -0.111  -0.26
C6 0.644 1.164 -0.397  0.02
H1 -2.126 -0.169 -1.037  0.50
H2 -4.465 -0.063 0.705  0.20
H3 -2.822 -0.854 1.083  0.16
H4 -2.571 0.804 1.323  0.13
H5 0.338 -2.046 -0.396  0.17
H6 2.722 -2.148 0.185  0.24
H7 3.904 0.112 0.158  0.22
H8 2.514 2.267 -0.089  0.22
H9 0.015 2.071 -0.355  0.22
N1 0.118 -0.146 -0.510  -0.45
O1 -3.045 -0.046 -0.825  -0.74

Forces on atoms 1 to 6 (eV/Å):
1.970 -0.339 3.020
-0.599 -8.026 0.361
-0.059 1.642 1.484
0.290 -1.123 -2.247
-0.545 3.446 0.014
1.830 -2.644 0.994

The frontier orbital gap is 9.73 eV. The value obtained for the electronic energy is -363.9109 hartree. The calculation puts the energy above the lowest of the compared OMol25 structures with the same formula, charge and spin at 3.084 eV. As for the spin multiplicity: 1.

***

No. 3
Formula: C6H9NO
Source: the OMol25 dataset
Level of theory: the ωB97M-V functional and the def2-TZVPD basis

Last column: natural (NBO) charge in e.
Positions of all 17 atoms, in Å:
O1 1.782 -0.946 0.279  -0.68
C1 0.931 -0.557 -0.711  0.05
C2 0.680 0.907 -0.720  -0.27
C3 0.363 1.329 0.698  -0.43
C4 -0.734 1.313 -0.245  -0.08
N1 -1.562 0.069 -0.366  -0.38
C5 -1.178 -1.115 0.628  -0.27
C6 -0.541 -1.062 -0.658  -0.13
H1 1.234 -0.891 1.082  0.46
H2 1.341 -1.039 -1.707  0.21
H3 1.073 1.684 -1.551  0.24
H4 0.451 0.491 1.403  0.18
H5 0.927 2.219 1.249  0.24
H6 -1.182 2.409 -0.407  0.24
H7 -0.671 -0.779 1.512  0.18
H8 -1.857 -2.058 0.723  0.22
H9 -1.057 -1.976 -1.207  0.23

Forces on atoms 1 to 6 (eV/Å):
0.085 -1.072 1.451
-1.350 -1.403 -4.842
0.483 4.610 -1.658
3.211 1.473 2.618
-0.693 0.505 -0.451
0.885 -2.495 0.501

The frontier orbital gap is 10.04 eV. The value obtained for the electronic energy is -363.8296 hartree. The calculation puts the energy above the lowest of the compared OMol25 structures with the same formula, charge and spin at 5.295 eV. As for the spin multiplicity: 1. As for the SMILES: O[C@@H]1[C@@H]2C[C@@H]2N2C[C@H]12.

***

No. 4
Formula: C6H9NO
Source: the OMol25 dataset
Level of theory: the ωB97M-V functional and the def2-TZVPD basis

Last column: natural (NBO) charge in e.
Positions of all 17 atoms, in Å:
C1 -1.632 -1.396 -0.997  -0.67
C2 -0.221 -0.748 -0.606  -0.21
C3 -0.476 0.875 -0.240  0.06
O1 -0.792 0.351 1.176  -0.58
C4 0.450 -0.681 0.812  0.05
C5 1.631 0.335 0.592  -0.17
N1 1.389 1.650 1.302  -0.54
C6 0.892 1.410 0.012  -0.12
H1 -2.329 -0.472 -1.517  0.23
H2 -1.491 -2.456 -1.626  0.24
H3 -2.037 -1.424 0.116  0.25
H4 0.648 -0.764 -1.427  0.20
H5 -1.152 1.652 -0.523  0.21
H6 0.415 -1.739 1.378  0.24
H7 2.691 0.117 0.628  0.24
H8 0.557 1.313 1.805  0.38
H9 1.458 1.977 -0.884  0.20

Forces on atoms 1 to 6 (eV/Å):
0.180 0.972 1.127
1.127 3.387 -3.041
0.479 -2.863 2.865
2.216 -1.416 -1.282
-3.082 -1.188 -0.063
0.147 -1.244 2.529

The frontier orbital gap is 10.76 eV. The value obtained for the electronic energy is -363.7905 hartree. The calculation puts the energy above the lowest of the compared OMol25 structures with the same formula, charge and spin at 6.361 eV. As for the spin multiplicity: 1. As for the SMILES: C[C@H]1[C@H]2O[C@@H]1[C@@H]1N[C@@H]12.

***

No. 5
Formula: C6H9NO
Source: the OMol25 dataset
Level of theory: the ωB97M-V functional and the def2-TZVPD basis

Last column: natural (NBO) charge in e.
Positions of all 17 atoms, in Å:
O1 0.451 0.588 -1.817  -0.74
C1 0.896 0.477 -0.449  0.17
C2 0.785 -1.082 -0.185  -0.42
C3 -0.757 -1.225 -0.223  -0.10
C4 -1.541 -0.987 1.015  -0.25
N1 -1.352 0.109 0.050  -0.37
C5 -0.233 0.868 0.556  -0.10
C6 0.764 1.868 0.055  -0.38
H1 1.083 1.063 -2.335  0.47
H2 1.242 -1.477 0.768  0.22
H3 1.270 -1.584 -1.034  0.23
H4 -1.189 -1.794 -1.033  0.22
H5 -2.525 -1.406 1.073  0.21
H6 -0.995 -0.892 1.959  0.19
H7 0.047 0.638 1.578  0.18
H8 0.546 2.555 -0.745  0.24
H9 1.506 2.283 0.765  0.23

Forces on atoms 1 to 6 (eV/Å):
-1.287 -1.210 0.431
-0.208 -1.459 -0.637
1.484 0.189 0.357
0.599 0.230 0.252
0.337 -0.131 -0.177
-1.247 0.173 0.465

The frontier orbital gap is 8.87 eV. The value obtained for the electronic energy is -363.8252 hartree. The calculation puts the energy above the lowest of the compared OMol25 structures with the same formula, charge and spin at 5.417 eV. As for the spin multiplicity: 1. As for the SMILES: O[C@]12C[C@H]3CN3[C@@H]1C2.

***

No. 6
Formula: C6H9NO
Source: the OMol25 dataset
Level of theory: the ωB97M-V functional and the def2-TZVPD basis

Last column: natural (NBO) charge in e.
Positions of all 17 atoms, in Å:
C1 -2.375 -0.730 -0.298  -0.39
N1 -1.109 -0.202 -0.153  -0.43
C2 0.137 -0.522 0.569  -0.07
C3 1.389 -0.437 -0.325  0.05
O1 2.299 -1.342 0.371  -0.72
C4 1.501 1.121 -0.481  -0.22
C5 0.485 1.760 0.150  -0.18
C6 -0.548 0.816 0.733  -0.12
H1 -2.137 -1.715 -0.641  0.21
H2 -3.001 -0.198 -1.101  0.19
H3 -2.925 -0.760 0.616  0.16
H4 0.343 -1.312 1.330  0.23
H5 1.244 -0.800 -1.309  0.18
H6 3.099 -1.481 -0.165  0.47
H7 2.255 1.642 -1.128  0.21
H8 0.536 2.859 0.312  0.22
H9 -1.191 1.300 1.522  0.21

Forces on atoms 1 to 6 (eV/Å):
-1.296 -0.033 -0.935
4.126 2.551 -0.166
-1.223 -1.407 -0.292
-0.922 0.929 1.360
0.715 1.405 -0.837
0.495 -0.063 0.623

The frontier orbital gap is 9.11 eV. The value obtained for the electronic energy is -363.8872 hartree. The calculation puts the energy above the lowest of the compared OMol25 structures with the same formula, charge and spin at 3.728 eV. As for the spin multiplicity: 1. As for the SMILES: CN1[C@H]2[C@H](O)C=C[C@H]21.

***

No. 7
Formula: C6H9NO2
Source: the OMol25 dataset
Level of theory: the ωB97M-V functional and the def2-TZVPD basis

Last column: natural (NBO) charge in e.
Positions of all 18 atoms, in Å:
C1 -2.883 -0.626 -0.293  -0.62
C2 -1.619 -0.956 0.485  -0.21
N1 -0.532 -0.369 -0.195  -0.16
O1 0.703 -1.005 -0.039  -0.34
C3 1.748 -0.104 -0.101  0.37
C4 3.039 -0.679 0.002  -0.64
C5 1.241 1.198 0.008  -0.42
C6 -0.233 1.096 -0.030  0.62
O2 -1.076 1.887 0.099  -0.57
H1 -3.820 -1.035 0.275  0.21
H2 -3.194 0.440 -0.516  0.25
H3 -2.893 -1.093 -1.340  0.21
H4 -1.786 -0.447 1.546  0.17
H5 -1.409 -1.857 0.436  0.20
H6 3.786 0.241 -0.217  0.23
H7 3.103 -1.360 0.835  0.25
H8 3.167 -1.222 -0.708  0.21
H9 1.990 2.282 0.144  0.25

Forces on atoms 1 to 6 (eV/Å):
-3.166 -0.669 -1.288
-2.932 9.999 1.859
2.590 4.098 -0.934
1.071 -0.954 -0.283
-4.930 3.080 1.707
1.337 7.605 6.066

The frontier orbital gap is 9.52 eV. The value obtained for the electronic energy is -439.0807 hartree. The calculation puts the energy above the lowest of the compared OMol25 structures with the same formula, charge and spin at 5.324 eV. As for the spin multiplicity: 1. As for the SMILES: CCn1oc(C)cc1=O.

***

No. 8
Formula: C6H9NO2
Source: the OMol25 dataset
Level of theory: the ωB97M-V functional and the def2-TZVPD basis

Last column: natural (NBO) charge in e.
Positions of all 18 atoms, in Å:
O1 -4.375 0.144 0.877  -0.70
C1 -3.956 -0.168 -0.441  -0.14
C2 -2.549 -0.520 -0.417  -0.03
C3 -1.412 -0.826 -0.156  -0.04
C4 0.057 -0.649 -0.044  -0.15
O2 0.529 0.640 -0.461  -0.70
H1 -3.659 -0.100 1.470  0.48
H2 -4.507 -1.031 -0.851  0.20
H3 -4.191 0.692 -1.093  0.21
H4 0.367 -0.928 0.960  0.20
H5 0.574 -1.336 -0.732  0.22
H6 0.205 1.225 0.236  0.46
C5 3.823 0.993 0.078  -0.71
C6 3.797 -0.473 0.189  0.29
N1 3.817 -1.642 0.171  -0.35
H7 3.062 1.381 0.758  0.25
H8 4.823 1.305 0.381  0.25
H9 3.596 1.293 -0.927  0.26

Forces on atoms 1 to 6 (eV/Å):
-0.431 0.121 0.096
-0.353 -0.293 -0.293
0.416 -0.086 0.027
0.498 1.112 -0.508
0.260 -1.051 -1.052
-0.585 -0.304 1.049

The frontier orbital gap is 10.61 eV. The value obtained for the electronic energy is -439.1520 hartree. The calculation puts the energy above the lowest of the compared OMol25 structures with the same formula, charge and spin at 3.385 eV. As for the spin multiplicity: 1. As for the SMILES: OCC#CCO.CC#N.

***

Computed F_max, in the same sequence as the records: 6.43 8.06 5.22 7.07 1.83 4.85 11.21 2.63 eV/A.
Computed LUMO, in the same sequence as the records: 0.918 0.359 0.833 0.955 0.957 0.893 0.702 0.479 eV.